Entry 1:
Density functional theory data (wB97M-V/def2-TZVPD) for a cluster of 2 separate species, C4H9Br2 in total in a non-equilibrium geometry.

Last column: natural (NBO) charge in e.
CARTESIAN COORDINATES (ANGSTROEM)
Br -1.6680 -1.7717 -0.1214  0.0273
Br -1.9467 -2.8911 1.9399  -0.0173
C -0.9469 1.0362 -0.5732  -0.6791
C 0.2292 0.2298 -0.1431  0.1066
C 1.0492 -0.5911 -1.0707  -0.6799
C 0.7485 0.6269 1.1767  -0.6740
H -1.2257 1.7058 0.2611  0.2200
H -0.7925 1.6030 -1.5024  0.2162
H -1.8265 0.3502 -0.6869  0.2028
H 1.9519 -0.9732 -0.5786  0.2191
H 0.4758 -1.4796 -1.3703  0.2093
H 1.3477 -0.0781 -1.9945  0.2122
H 1.6371 0.0908 1.5339  0.2122
H 0.9963 1.7061 1.2036  0.2105
H -0.0295 0.4359 1.9260  0.2142

Computed properties:
Orbital gap (alpha / beta) ... 5.1 / 8.3 eV
ΔE to the lowest compared entry with this formula, charge and spin ... 32.9 kcal per mole
Total energy ... -5305.73113 hartree
Multiplicity ... 2
E_HOMO (alpha / beta) ... -0.253 / -0.370 Ha
Largest force on an atom ... 0.05530 hartree/bohr

---

Entry 2:
Density functional theory data (wB97M-V/def2-TZVPD) for the molecule C3H5N3 in a non-equilibrium geometry.

Last column: natural (NBO) charge in e.
CARTESIAN COORDINATES (ANGSTROEM)
H 1.3486 1.6153 0.0258  0.3429
N 0.4052 1.6024 0.0651  -0.6081
C -0.0434 0.3437 -0.2080  0.3176
C -1.5024 0.1544 -0.0967  -0.0535
C -2.5850 -0.4916 0.1177  -0.2275
N 0.7434 -0.8150 -0.3709  -0.4547
N 1.9952 -0.4523 0.2466  -0.6585
H -3.6464 -0.6601 0.6108  0.2729
H 0.3137 -1.5769 0.1714  0.3667
H 2.1156 -0.8318 1.1066  0.3450
H 2.6461 -0.9308 -0.3787  0.3571

Computed properties:
SMILES string ... [H]/N=C(/C#C)NN
Orbital gap ... 10.1 eV
ΔE to the lowest compared entry with this formula, charge and spin ... 109.4 kcal per mole
Total energy ... -281.41577 hartree
E_HOMO ... -0.347 Ha
Largest force on an atom ... 0.14602 hartree/bohr

---

Entry 3:
Density functional theory data (wB97M-V/def2-TZVPD) for a structure of composition C18H27N2O4OsP2S2 in a non-equilibrium geometry.

Last column: Mulliken charge in e.
CARTESIAN COORDINATES (ANGSTROEM)
Os -0.2122 -0.1042 -0.3343  1.0382
P 1.0236 -1.2783 1.1024  0.5838
C 0.6761 -2.9613 0.6121  -1.3257
C -0.3991 -3.1527 -0.2774  0.9921
N -0.9694 -2.0157 -0.8563  -0.1153
C -1.7184 -2.1348 -1.9647  0.8331
C -2.2367 -3.3638 -2.3556  -0.8116
C -1.8120 -4.5186 -1.7040  -0.4761
C -0.8699 -4.4238 -0.7008  -0.9971
C -1.9366 -0.8893 -2.7875  -1.2720
P -0.5381 0.3173 -2.4929  0.5414
H -0.4419 -5.3044 -0.2161  0.4811
H -2.9304 -3.3727 -3.1893  0.5364
H -2.2019 -5.4835 -2.0188  0.4737
H -1.9609 -1.1206 -3.8597  0.5896
H -2.8817 -0.3933 -2.5177  0.4031
H 2.5277 -3.7431 -0.6856  0.3154
H 1.1725 -3.8349 1.0381  0.6687
H 3.3845 -1.9771 -1.7109  0.3781
O 3.1857 -3.6484 -1.4059  -0.6380
H 3.7316 -4.4528 -1.3842  0.3084
H 1.1102 -0.5316 -1.1741  0.0040
O 3.2612 -1.0062 -1.8697  -0.6276
H 3.6654 -0.8320 -2.7357  0.2956
C 0.6593 -0.1010 -3.7961  -1.1692
H 0.1667 -0.1569 -4.7774  0.4723
H 1.4327 0.6796 -3.7887  0.3995
H 1.1341 -1.0565 -3.5351  0.3697
C -1.1672 1.9654 -2.8981  -1.1441
H -0.3069 2.6422 -2.9608  0.4076
H -1.7019 1.9539 -3.8567  0.4515
H -1.8348 2.3134 -2.1004  0.3626
C 0.1338 -0.9506 2.6664  -1.2200
H 0.4179 -1.7215 3.3917  0.4936
H 0.3965 0.0475 3.0369  0.3314
H -0.9488 -0.9793 2.4824  0.3695
C 2.7810 -1.1034 1.4774  -1.0059
H 2.9193 -0.1434 1.9951  0.3862
H 3.1077 -1.9346 2.1219  0.4841
H 3.3524 -1.0970 0.5385  0.2411
O -3.2542 1.6712 3.0792  -0.5366
S -2.7967 2.6227 2.0957  1.0964
O -3.7598 3.3523 1.3045  -0.5403
N -1.6604 1.8773 1.0612  -0.3721
C -0.4794 2.4537 1.1220  0.8940
S 0.8037 1.8171 0.1722  -0.5060
C -0.3276 3.5029 2.1085  0.7478
C 0.8437 4.1280 2.5452  -0.7647
C 0.7675 4.9871 3.6405  -0.5773
C -0.4656 5.2045 4.2820  -0.4738
C -1.6292 4.5552 3.8429  -0.4748
C -1.5441 3.6938 2.7620  0.1229
H 1.7817 3.9256 2.0299  0.5072
H 1.6673 5.4823 4.0012  0.4716
H -0.5194 5.8847 5.1318  0.4735
H -2.5988 4.7096 4.3126  0.5229

Computed properties:
Orbital gap (alpha / beta) ... 6.7 / 4.7 eV
Total energy ... -2681.22077 hartree
Multiplicity ... 5
E_HOMO (alpha / beta) ... -0.624 / -0.670 Ha
Total charge ... +3
Largest force on an atom ... 0.06883 hartree/bohr

---

Entry 4:
Density functional theory data (wB97M-V/def2-TZVPD) for a cluster of 3 separate species, C3H11NO3 in total in a non-equilibrium geometry.

Last column: natural (NBO) charge in e.
CARTESIAN COORDINATES (ANGSTROEM)
C 2.1121 0.2754 -1.2234  -0.4179
N 1.0274 0.1338 -0.2747  -0.6323
C -0.0116 -0.7204 -0.4513  0.6594
C -0.2520 -1.5653 -1.6577  -0.7331
O -0.8218 -0.7856 0.4750  -0.6583
H 3.0160 0.3011 -0.6160  0.2034
H 2.0866 1.1944 -1.8179  0.1843
H 2.2007 -0.5064 -1.9731  0.2070
H 1.0349 0.6783 0.5936  0.4460
H -1.1700 -2.0864 -1.3878  0.2529
H -0.4098 -1.0567 -2.5984  0.2271
H 0.4092 -2.4168 -1.8118  0.2355
O -2.0523 1.5400 0.6062  -0.9429
H -2.8569 1.2340 0.1753  0.4784
H -1.4249 1.7615 -0.0865  0.4689
O 0.3166 0.6092 2.3466  -0.9657
H -0.3997 1.2477 2.2365  0.4889
H -0.1223 -0.2436 2.4033  0.4987

Computed properties:
SMILES string ... CNC(C)=O.O.O
Orbital gap ... 9.9 eV
ΔE to the lowest compared entry with this formula, charge and spin ... 24.1 kcal per mole
Total energy ... -401.37459 hartree
E_HOMO ... -0.338 Ha
Largest force on an atom ... 0.04479 hartree/bohr

---

Entry 5:
Density functional theory data (wB97M-V/def2-TZVPD) for a cluster of 2 separate species, C7H13NO4 in total in a non-equilibrium geometry.

Last column: natural (NBO) charge in e.
CARTESIAN COORDINATES (ANGSTROEM)
C 2.7265 1.2366 0.8754  -0.6474
C 2.3998 -0.0643 0.0540  -0.0824
O 1.2317 -0.7281 0.5367  -0.4980
C 0.0161 -0.3225 -0.0705  -0.0039
C -0.0892 1.0391 -0.8052  0.3015
N -0.4568 2.0320 -0.0637  -0.4211
C -0.6734 1.5815 1.3221  -0.2662
C -0.9087 0.0357 1.1818  -0.4209
H 2.6842 1.0094 1.9563  0.2261
H 2.0965 2.0963 0.5897  0.1825
H 3.7735 1.5144 0.6338  0.2278
H 2.4227 0.1030 -1.0401  0.1730
H 3.2462 -0.7472 0.2725  0.2073
H -0.5232 -1.0712 -0.6959  0.3021
H 0.1377 1.1893 -1.8755  0.2368
H -0.5184 2.9486 -0.4902  0.4421
H 0.1538 1.8015 2.0212  0.2371
H -1.6093 2.0059 1.7257  0.2403
H -1.9547 -0.2855 1.0406  0.2923
H -0.3782 -0.4301 2.0267  0.2487
C -2.9264 -2.7723 -1.5307  0.9443
O -3.9884 -3.3181 -1.9210  -0.7940
O -1.8169 -3.1488 -2.2757  -0.7754
O -2.7298 -1.9616 -0.5997  -0.8404
H -2.3154 -3.7437 -2.8682  0.4878

Computed properties:
Orbital gap ... 5.0 eV
ΔE to the lowest compared entry with this formula, charge and spin ... 64.1 kcal per mole
Total energy ... -630.13624 hartree
E_HOMO ... -0.261 Ha
Largest force on an atom ... 0.05894 hartree/bohr

---

Entry 6:
Density functional theory data (wB97M-V/def2-TZVPD) for a cluster of 11 separate species, C3H30NO11S2 in total in a non-equilibrium geometry.

Last column: natural (NBO) charge in e.
CARTESIAN COORDINATES (ANGSTROEM)
N -0.0902 1.4000 0.3822  -0.7318
C 0.9608 1.9265 -0.6561  -0.0772
C 0.3731 1.8375 -2.0802  -0.1019
O -1.0142 2.0342 -1.9250  -0.7585
C 2.1815 1.1289 -0.3895  -0.5756
S 3.7900 2.0602 -0.5401  0.1309
S 3.9565 2.7711 1.4786  -0.1654
H -1.0354 1.3788 -0.0108  0.4548
H -0.0470 1.9757 1.2538  0.4747
H 0.2130 0.4359 0.6377  0.4555
H 1.0915 2.9730 -0.2316  0.2273
H 0.4381 0.8121 -2.4185  0.2116
H 0.7904 2.3697 -2.9160  0.2218
H -1.3582 2.9030 -2.1621  0.5045
H 2.2160 0.7030 0.6005  0.2605
H 2.5073 0.3487 -1.1473  0.2775
H 3.3460 3.9597 1.6774  0.1332
H 0.0656 2.5313 3.9244  0.4906
H -0.2590 1.2151 3.1158  0.5011
O -0.4779 2.1539 3.2285  -0.9878
H -1.4404 -2.7361 -0.9356  0.4988
H -0.2344 -3.5530 -0.9678  0.4916
O -0.4640 -2.6111 -0.9599  -0.9911
H 2.8904 -4.5647 -0.0417  0.4807
H 3.3125 -3.3826 -0.9743  0.4862
O 3.4839 -3.8121 -0.1221  -0.9461
H -3.0544 0.3351 0.9564  0.4821
H -3.8126 0.5902 2.2268  0.4867
O -2.9121 0.5160 1.8870  -0.9632
H -2.3378 -0.0302 -1.1526  0.4778
H -2.2640 -1.5011 -1.3954  0.4628
O -2.7500 -0.8581 -0.8687  -0.9383
H -3.1943 -4.3969 -0.5997  0.4997
H -3.3413 -3.5912 -1.8922  0.4948
O -2.6762 -3.9700 -1.2968  -0.9622
H 1.2673 -1.6836 -3.4679  0.4784
H 0.6332 -1.8068 -2.0417  0.4940
O 1.3739 -1.4182 -2.5464  -0.9908
H 1.1313 -1.9654 0.4538  0.4815
H 2.6135 -2.2158 0.5761  0.5101
O 1.9417 -1.5223 0.7591  -1.0000
H -2.5930 2.6586 1.3932  0.5003
H -3.1229 3.9913 0.7013  0.4902
O -2.6908 3.1458 0.5665  -0.9917
H 0.9693 -1.0627 2.4873  0.5232
H -0.5771 -0.9904 2.8473  0.5010
O 0.2000 -0.4829 2.5864  -1.0024

Computed properties:
Orbital gap ... 9.2 eV
ΔE to the lowest compared entry with this formula, charge and spin ... 0.0 kcal per mole
Total energy ... -1810.84082 hartree
E_HOMO ... -0.434 Ha
Total charge ... +1
Largest force on an atom ... 0.07096 hartree/bohr

---

Entry 7:
Density functional theory data (wB97M-V/def2-TZVPD) for the molecule C17H20N4O4S in a non-equilibrium geometry.

Last column: natural (NBO) charge in e.
CARTESIAN COORDINATES (ANGSTROEM)
C -4.4548 -2.3426 0.5403  -0.4060
N -4.1269 -1.0903 -0.1048  -0.4380
C -3.0593 -1.2376 -1.0736  -0.2334
C -2.8305 0.0828 -1.8216  -0.2143
N -2.4897 1.1192 -0.8634  -0.4289
C -1.1905 1.4637 -0.6537  0.3098
C -0.3429 1.5406 -1.7889  -0.2697
C 1.0079 1.7541 -1.7037  -0.1434
C 1.6049 1.8954 -0.4581  -0.3919
S 3.3634 2.1554 -0.3161  2.3264
O 3.9729 1.8682 -1.5791  -0.9224
O 3.6060 3.4231 0.3020  -0.9304
N 3.7975 1.0345 0.8464  -0.8603
C 3.9969 -0.3198 0.6061  0.1477
C 4.7883 -1.0766 1.4671  -0.2538
C 4.9544 -2.4309 1.2485  -0.1844
C 4.3412 -3.0459 0.1700  -0.2397
C 3.5570 -2.2938 -0.6881  -0.1991
C 3.3771 -0.9392 -0.4741  -0.2085
C 0.8251 1.8920 0.6692  -0.1278
C -0.5569 1.7222 0.5909  -0.0495
N -1.1979 1.8383 1.8744  0.5251
O -2.0753 2.6679 2.0122  -0.3771
O -0.7682 1.1354 2.7652  -0.3630
C -3.5791 1.2524 0.0807  -0.2466
C -3.7928 -0.0501 0.8519  -0.2371
H -5.2915 -2.1813 1.2175  0.2037
H -4.7533 -3.0655 -0.2173  0.2011
H -3.6127 -2.7591 1.1138  0.1672
H -3.3460 -2.0099 -1.7907  0.2077
H -2.1090 -1.5435 -0.5946  0.1654
H -2.0423 -0.0659 -2.5549  0.2135
H -3.7514 0.3721 -2.3347  0.2066
H -0.7917 1.4632 -2.7656  0.2238
H 1.6258 1.8155 -2.5855  0.2478
H 4.3165 1.4378 1.6099  0.4252
H 5.2695 -0.5963 2.3068  0.2096
H 5.5706 -3.0069 1.9227  0.2160
H 4.4764 -4.1028 -0.0016  0.2145
H 3.0785 -2.7646 -1.5340  0.2132
H 2.7753 -0.3527 -1.1486  0.2113
H 1.2821 2.0410 1.6352  0.2538
H -3.4263 2.0967 0.7482  0.2514
H -4.4824 1.4430 -0.5079  0.2057
H -4.6258 0.0685 1.5467  0.2125
H -2.8901 -0.3075 1.4351  0.1664

Computed properties:
SMILES string ... CN1CCN(c2ccc(S(=O)(=O)Nc3ccccc3)cc2[N+](=O)[O-])CC1
Orbital gap ... 8.2 eV
ΔE to the lowest compared entry with this formula, charge and spin ... 98.3 kcal per mole
Total energy ... -1577.84827 hartree
E_HOMO ... -0.312 Ha
Largest force on an atom ... 0.02622 hartree/bohr

---

Entry 8:
Density functional theory data (wB97M-V/def2-TZVPD) for a structure of composition C10H12AsCdN7S4 in a non-equilibrium geometry.

Last column: natural (NBO) charge in e.
CARTESIAN COORDINATES (ANGSTROEM)
Cd 0.1174 -1.6323 -0.9007  1.4716
S 1.1375 -1.5671 3.5708  -0.8234
As 0.8992 -2.6672 1.7951  0.9403
S 2.2487 -1.8461 0.1769  -0.9348
S -1.1848 -2.2984 1.0002  -0.9458
S 1.2573 -4.6998 2.1261  -0.7539
C 0.7182 1.1144 1.0476  -0.1307
N 0.6326 2.4010 1.7247  -0.4666
C 0.9508 3.4473 0.7755  -0.0720
N 0.0405 3.4503 -0.3735  -0.4832
C 0.1306 2.1375 -1.0132  -0.0763
N -0.2032 1.0499 -0.1027  -0.5122
C -1.5606 1.2674 0.4015  -0.0957
N -1.6895 2.5538 1.0811  -0.4777
C -0.7330 2.5743 2.1893  -0.0786
C -1.3172 3.6027 0.1447  -0.0742
H 0.4716 0.3287 1.7703  0.2732
H 1.7409 0.9541 0.6982  0.2251
H 1.9722 3.3000 0.4127  0.1943
H 0.8783 4.4205 1.2739  0.1779
H 1.1536 1.9979 -1.3769  0.1986
H -0.5603 2.1191 -1.8652  0.1833
H -1.8080 0.4641 1.0998  0.2504
H -2.2639 1.2430 -0.4396  0.1808
H -0.9733 1.7679 2.8846  0.2230
H -0.8158 3.5411 2.7011  0.1743
H -1.3835 4.5698 0.6547  0.1812
H -2.0142 3.5857 -0.6996  0.1842
N -0.2066 -2.8159 -2.8277  -0.6339
C 0.0359 -3.9616 -2.8413  0.4586
C 0.3057 -5.2941 -2.9395  -0.6004
C -0.6602 -6.2456 -2.6158  0.3303
N -1.4604 -7.0500 -2.4057  -0.4063
C 1.5618 -5.7223 -3.3646  0.3320
N 2.5815 -6.0903 -3.7627  -0.4134

Computed properties:
Orbital gap ... 5.5 eV
ΔE to the lowest compared entry with this formula, charge and spin ... 15.6 kcal per mole
Total energy ... -4767.93767 hartree
E_HOMO ... -0.047 Ha
Total charge ... -2
Largest force on an atom ... 0.02947 hartree/bohr

---

Entry 9:
Density functional theory data (wB97M-V/def2-TZVPD) for the molecule C5H9ClN2O in a non-equilibrium geometry.

Last column: natural (NBO) charge in e.
CARTESIAN COORDINATES (ANGSTROEM)
O 2.2401 -1.1693 -1.5119  -0.4256
N 1.0699 -1.3902 -1.5771  0.2465
N 0.4307 -1.0351 -0.5142  -0.2295
C -0.9957 -1.0200 -0.6522  -0.2374
C -1.4831 0.1383 0.2181  -0.4249
C -0.6015 1.3651 0.1533  -0.1970
Cl -0.3952 2.2240 -1.3827  -0.0602
C 0.8720 1.0353 0.6609  -0.4299
C 1.0831 -0.4741 0.5899  -0.2610
H -1.4631 -1.8313 -0.0021  0.1878
H -1.1999 -1.2473 -1.7281  0.2530
H -2.5874 0.3760 0.0978  0.2432
H -1.3071 -0.1263 1.3342  0.2181
H -1.0096 2.0703 0.7952  0.2122
H 1.0622 1.4361 1.6795  0.2247
H 1.5738 1.4826 -0.1019  0.2411
H 0.6820 -1.0411 1.5994  0.1828
H 2.0289 -0.7931 0.3417  0.2562

Computed properties:
SMILES string ... O=NN1CCC(Cl)CC1
Orbital gap ... 9.9 eV
ΔE to the lowest compared entry with this formula, charge and spin ... 48.3 kcal per mole
Total energy ... -840.74465 hartree
E_HOMO ... -0.340 Ha
Largest force on an atom ... 0.08606 hartree/bohr